(1)
43
Properties=species:S:1:pos:R:3 method="wB97M-V/def2-TZVPD" charge=-2 total_energy_ev=-85744.134 gap_ev=5.0813 spin_multiplicity=1
H 1.872 -1.232 2.533
H 3.347 -1.320 1.563
C 2.627 0.693 2.210
H 2.654 1.426 0.453
C -3.689 2.278 -2.810
C -1.702 3.693 -1.715
Zn 0.140 0.461 0.330
C -1.464 2.568 -0.993
H -0.275 -1.295 2.506
C 1.611 -1.357 -3.219
H 1.492 -3.886 -0.096
C 1.785 -3.652 -2.141
H -3.849 0.187 -2.075
H 3.460 -0.906 3.283
H 1.627 -0.722 -4.092
H -2.284 -1.556 4.126
H -2.678 0.208 3.868
H -0.557 1.442 2.782
O -0.374 2.633 -0.315
O -4.672 2.269 -3.622
C -3.242 1.080 -2.051
H -0.185 -0.321 3.996
H 3.608 1.166 2.234
C -2.195 1.210 -1.158
O 2.117 -4.919 -2.222
H -2.824 -0.939 2.562
O 0.872 0.334 -1.668
H 2.019 1.022 3.053
C -2.242 -0.700 3.452
O -3.130 4.399 -3.569
H -1.121 4.601 -1.653
O -0.583 0.661 2.225
O 2.110 -3.156 -4.543
O 0.770 -1.341 0.354
C 1.861 -2.711 -3.352
C 2.857 -0.793 2.382
C 1.190 -0.824 -1.903
O 1.960 1.084 1.021
C -2.745 3.539 -2.716
C 1.437 -3.190 -0.919
C -0.732 -0.479 3.066
O -1.977 0.166 -0.438
C 1.104 -1.822 -0.727

(2)
50
Properties=species:S:1:pos:R:3 method="wB97M-V/def2-TZVPD" total_energy_ev=-51984.126 gap_ev=7.2432 spin_multiplicity=1
C 0.570 3.118 2.075
H -0.118 2.169 -3.373
C -0.430 0.928 -5.067
C 1.090 -1.088 2.360
C 0.878 -2.486 4.350
N -2.672 1.904 -0.747
N -0.366 2.189 1.875
H 2.866 -1.694 -1.003
H -0.464 1.770 -5.742
H -3.284 1.398 2.896
H -3.303 3.341 -2.064
H 1.151 -4.223 -0.918
La -0.110 0.370 -0.272
H 0.320 -3.257 -3.052
N -2.471 1.340 2.301
H -2.860 3.619 3.608
C 0.862 -3.294 -0.408
H -2.134 2.329 -2.634
H -0.741 -0.533 -6.612
H 1.539 2.920 1.626
H 1.160 4.965 2.972
C -0.905 4.478 3.355
H -3.493 1.309 -0.920
C -0.578 -0.356 -5.557
N 4.121 -1.485 4.008
C -0.256 -1.207 -3.324
S -0.582 -1.316 1.934
C -1.553 2.346 2.481
C 2.210 -1.959 -1.833
C 3.000 -1.573 3.770
C 1.632 -1.696 3.470
H 2.590 -2.876 -2.304
C -0.183 0.090 -2.779
H 2.220 -1.153 -2.569
H 1.581 -3.106 0.390
C -1.870 3.510 3.194
H -0.570 -2.433 -5.050
H -2.870 2.452 0.091
S 2.107 -0.126 1.328
H -2.052 0.403 2.283
N 0.850 -2.157 -1.323
N -2.449 2.841 -1.813
C -0.475 -1.421 -4.681
H -1.118 5.384 3.902
H -1.028 -2.745 -2.023
N 0.279 -3.138 5.082
C 0.360 4.259 2.821
C -0.064 -2.424 -2.440
H -0.120 -3.432 0.041
C -0.242 1.140 -3.707